1.
Molecular formula: C24H29FNO7PSi2
Method: DFT, the ωB97M-V functional and the def2-TZVPD basis

```
65
C24H29FNO7PSi2, DFT the ωB97M-V functional and the def2-TZVPD basis
C -4.0424 -1.3693 0.6125
C -3.3791 -2.6697 1.2291
N -2.1437 -2.4101 2.0318
Si -0.7192 -2.2154 1.0074
O 0.5386 -1.4849 1.9454
Si 0.5181 0.2185 1.7868
C -0.3125 1.1501 3.2350
C -1.5245 0.3846 3.8489
O -2.6154 0.8315 3.7189
F -1.2408 -0.8019 4.4842
C 2.2715 0.9875 1.5646
C 2.2218 1.7678 0.1878
C 3.1360 1.4428 -0.8973
C 2.9742 2.2056 -2.1554
C 1.9423 3.2327 -2.2935
C 1.7051 4.0420 -3.6271
C 1.0562 3.5691 -1.1663
C 1.2066 2.8221 0.0852
P 0.0485 -4.1356 0.1735
O -0.9420 -5.2229 0.5617
H -3.3179 -0.5518 0.3661
H -4.5763 -1.6999 -0.3257
H -4.8453 -0.9889 1.2996
H -4.1332 -3.1111 1.9428
H -3.2011 -3.4440 0.4361
H -2.0106 -3.2487 2.6126
H -1.1414 -1.3759 -0.1217
H -0.2847 0.5334 0.5857
H 0.4299 1.4652 4.0268
H -0.7075 2.1149 2.8036
H 2.4389 1.6973 2.4259
H 3.0860 0.2212 1.5409
H 3.9043 0.6553 -0.7466
H 3.6720 1.9664 -2.9994
H 0.6139 3.9139 -3.8684
H 1.8668 5.1235 -3.3920
H 2.3287 3.6554 -4.4670
H 0.2628 4.3548 -1.2510
H 0.5143 3.1120 0.9118
H 1.3829 -4.3680 0.6201
H 0.1295 -3.9483 -1.2488
C 5.7104 6.5487 1.8090
C 4.4502 6.2473 2.1160
C 3.6893 5.2425 1.3378
O 2.5386 4.9693 1.6171
C 4.3834 4.5857 0.2069
C 5.6442 4.8878 -0.0997
C 6.4051 5.8914 0.6777
O 7.5550 6.1660 0.4002
H 6.2818 7.2806 2.3660
H 3.9275 6.7174 2.9398
H 3.8129 3.8544 -0.3503
H 6.1667 4.4178 -0.9236
C -3.5638 -5.5874 -2.6511
C -3.5916 -6.8981 -2.8835
C -4.8366 -7.6816 -2.7148
O -4.8628 -8.8768 -2.9246
C -6.0492 -6.9511 -2.2792
C -6.0209 -5.6403 -2.0469
C -4.7758 -4.8574 -2.2159
O -4.7500 -3.6610 -2.0057
H -2.6628 -4.9989 -2.7682
H -2.7150 -7.4473 -3.2027
H -6.9503 -7.5396 -2.1617
H -6.8974 -5.0906 -1.7272
```

* LUMO energy: -1.539 eV
* gap between HOMO and LUMO: 7.327 eV
* DFT total energy: -2533.5744 Ha
* spin multiplicity: 1
* charge: 0

=====

2.
Molecular formula: C24H29Si
Method: DFT, the ωB97M-V functional and the def2-TZVPD basis

```
54
C24H29Si, DFT the ωB97M-V functional and the def2-TZVPD basis
C -0.3774 -2.1998 5.3115
C -0.0866 -1.8229 3.8880
C -1.0503 -2.0673 2.9103
C -0.7900 -1.7454 1.5867
C 0.4173 -1.0985 1.2436
C 0.6077 -0.8362 -0.2303
C 1.3129 0.3640 -0.7964
C 1.4121 0.4162 -2.2133
C 2.2233 1.3773 -2.7918
C 3.0050 2.2059 -1.9850
C 3.9374 3.1889 -2.6241
C 2.8911 2.1543 -0.6009
C 2.0386 1.2506 0.0043
C 1.4435 -0.9976 2.1984
C 1.1474 -1.2769 3.5315
H 0.3322 -1.7322 6.0039
H -1.3953 -1.9030 5.6066
H -0.3168 -3.2965 5.4184
H -2.0137 -2.5043 3.2023
H -1.5429 -1.9985 0.8261
H -0.3310 -1.0250 -0.7758
H 0.9263 -0.3228 -2.8715
H 2.2822 1.5043 -3.8777
H 4.6549 3.5844 -1.8831
H 4.4781 2.6970 -3.4528
H 3.3997 4.0561 -3.0634
H 3.4722 2.8342 0.0160
H 1.9939 1.1659 1.0823
H 2.4477 -0.6964 1.9080
H 1.8782 -1.0602 4.3033
C 1.8528 -5.4453 -0.5972
Si 3.0771 -4.1099 -1.0323
C 4.3492 -3.5738 0.2159
C 3.3723 -3.7048 -2.8364
C 4.3231 -4.8909 -3.0835
C 3.8097 -6.1241 -3.5218
C 4.6708 -7.2044 -3.7384
C 6.0554 -7.0535 -3.5381
C 6.5703 -5.8128 -3.1190
C 5.7082 -4.7333 -2.9021
H 1.2387 -1.6488 -0.5591
H 2.3351 -6.4327 -0.7334
H 1.5469 -5.3325 0.4646
H 0.9454 -5.3925 -1.2373
H 5.1808 -4.3077 0.2058
H 4.7551 -2.5632 -0.0097
H 3.8949 -3.5525 1.2293
H 2.4512 -3.7536 -3.4463
H 3.8536 -2.7204 -2.9873
H 2.7286 -6.2264 -3.6725
H 4.2575 -8.1751 -4.0392
H 6.7317 -7.9113 -3.6842
H 7.6451 -5.6935 -2.9352
H 6.0940 -3.7611 -2.5736
```

* LUMO energy: -4.725 eV
* ΔE to the lowest compared entry with this formula, charge and spin: 0.0 kcal per mole
* gap between HOMO and LUMO: 5.999 eV
* DFT total energy: -1221.1685 Ha
* spin multiplicity: 1
* charge: +1